# 1
Density functional theory data (ωB97M-V with the def2-TZVPD basis set) for one molecule with the formula C13H17N3O3 in a non-equilibrium geometry.

Last column: Löwdin charge in e.
Geometry (Å):
1 C -4.878 -1.418 -0.040  -0.048
2 C -3.440 -1.022 -0.041  -0.190
3 C -2.454 -2.003 -0.132  -0.021
4 C -1.106 -1.715 -0.144  0.016
5 C -0.673 -0.388 -0.069  -0.206
6 N 0.661 -0.009 -0.085  0.146
7 C 1.776 -0.832 -0.095  -0.489
8 O 1.712 -2.043 -0.017  0.058
9 N 2.964 -0.176 -0.206  -0.048
10 C 3.115 1.263 -0.318  -0.167
11 C 4.550 1.613 -0.700  -0.181
12 C 5.541 1.137 0.365  -0.193
13 C 5.108 -0.220 0.941  -0.167
14 C 4.184 -0.944 -0.031  -0.150
15 C -1.634 0.610 0.016  0.061
16 C -2.991 0.303 0.033  -0.107
17 N -3.890 1.421 0.124  -0.345
18 O -3.421 2.531 -0.048  0.067
19 O -5.061 1.218 0.369  0.080
20 H -4.973 -2.483 -0.236  0.078
21 H -5.440 -0.864 -0.790  0.085
22 H -5.335 -1.192 0.922  0.088
23 H -2.762 -3.036 -0.196  0.115
24 H -0.375 -2.503 -0.206  0.102
25 H 0.809 0.986 -0.035  0.118
26 H 2.446 1.645 -1.098  0.125
27 H 2.867 1.757 0.634  0.132
28 H 4.628 2.694 -0.829  0.114
29 H 4.779 1.150 -1.660  0.115
30 H 6.532 1.061 -0.083  0.107
31 H 5.601 1.872 1.169  0.107
32 H 4.571 -0.076 1.880  0.116
33 H 5.977 -0.843 1.149  0.110
34 H 4.682 -1.094 -0.996  0.129
35 H 3.893 -1.923 0.355  0.121
36 H -1.348 1.650 0.074  0.122

Values from the calculation:
E_LUMO: -0.275 eV
net charge: 0
Kohn-Sham gap: 8.28 eV
F_max: 0.0308 Eh/bohr


# 2
Density functional theory data (ωB97M-V with the def2-TZVPD basis set) for C20H46N2O16S4 as an isolated structure in a non-equilibrium geometry.

Last column: Löwdin charge in e.
Geometry (Å):
1 C 1.623 -3.679 -1.745  -0.085
2 C 0.849 -4.637 -2.662  -0.280
3 N 0.467 -4.080 -3.936  -0.197
4 C 1.596 -3.685 -4.781  -0.244
5 C 2.529 -4.796 -5.236  -0.083
6 C -0.497 -4.930 -4.625  -0.260
7 C -1.258 -4.147 -5.705  -0.086
8 H 1.979 -4.243 -0.881  0.072
9 H 0.902 -2.948 -1.366  0.066
10 H 2.466 -3.170 -2.205  0.054
11 H 1.484 -5.542 -2.768  0.108
12 H 0.006 -4.992 -2.068  0.110
13 H 1.198 -3.147 -5.643  0.109
14 H 2.139 -2.926 -4.215  0.097
15 H 2.975 -5.376 -4.428  0.066
16 H 1.988 -5.538 -5.836  0.065
17 H 3.314 -4.450 -5.909  0.074
18 H -1.213 -5.266 -3.875  0.108
19 H -0.030 -5.813 -5.080  0.104
20 H -1.201 -3.091 -5.430  0.075
21 H -2.330 -4.340 -5.716  0.065
22 H -0.819 -4.318 -6.685  0.066
23 C 0.410 -1.253 1.679  -0.074
24 C -0.431 -0.034 1.323  -0.267
25 N 0.337 1.096 0.876  -0.184
26 C 1.282 1.618 1.860  -0.248
27 C 2.693 1.668 1.298  -0.081
28 C -0.535 2.109 0.279  -0.239
29 C 0.245 3.244 -0.381  -0.084
30 H 1.233 -1.471 0.979  0.067
31 H -0.109 -2.208 1.587  0.063
32 H 0.942 -1.039 2.607  0.064
33 H -1.149 -0.322 0.556  0.102
34 H -1.003 0.194 2.249  0.106
35 H 0.923 2.604 2.181  0.107
36 H 1.274 1.027 2.782  0.109
37 H 2.760 2.409 0.504  0.061
38 H 3.442 1.935 2.049  0.078
39 H 2.932 0.667 0.938  0.063
40 H -1.210 2.519 1.039  0.098
41 H -1.016 1.627 -0.574  0.119
42 H 0.696 3.921 0.349  0.069
43 H -0.415 3.855 -0.998  0.070
44 H 1.034 2.846 -1.019  0.072
45 C -3.032 -4.762 2.943  -0.162
46 C -3.683 -3.709 3.884  -0.169
47 O -3.732 -2.513 3.125  -0.208
48 S -3.742 -2.910 1.559  0.591
49 O -3.241 -1.804 0.851  -0.196
50 O -4.986 -3.477 1.254  -0.182
51 O -2.624 -4.015 1.812  -0.181
52 H -3.759 -5.540 2.706  0.129
53 H -2.166 -5.242 3.387  0.133
54 H -3.126 -3.606 4.817  0.128
55 H -4.683 -3.976 4.236  0.129
56 C -1.947 6.391 1.748  -0.169
57 C -2.739 6.346 0.487  -0.160
58 O -2.256 7.456 -0.295  -0.183
59 S -1.887 8.644 0.700  0.570
60 O -2.959 9.551 0.732  -0.211
61 O -0.585 9.103 0.406  -0.214
62 O -1.885 7.796 2.047  -0.175
63 H -0.955 5.944 1.729  0.129
64 H -2.485 5.924 2.570  0.119
65 H -3.794 6.575 0.677  0.137
66 H -2.736 5.402 -0.051  0.133
67 C 4.679 0.641 -1.619  -0.168
68 C 5.821 0.584 -0.579  -0.163
69 O 6.986 0.809 -1.383  -0.181
70 S 6.600 2.036 -2.320  0.584
71 O 7.422 2.012 -3.459  -0.197
72 O 6.449 3.211 -1.543  -0.209
73 O 5.168 1.442 -2.686  -0.176
74 H 3.697 0.983 -1.292  0.108
75 H 4.415 -0.384 -1.912  0.126
76 H 5.915 -0.389 -0.112  0.133
77 H 5.697 1.389 0.146  0.118
78 C -3.613 0.961 3.331  -0.126
79 C -2.793 0.676 4.598  -0.142
80 O -1.903 1.790 4.768  -0.189
81 S -2.440 3.103 4.065  0.559
82 O -1.453 3.740 3.288  -0.226
83 O -3.185 3.847 5.008  -0.205
84 O -3.388 2.359 3.036  -0.199
85 H -4.675 0.826 3.503  0.135
86 H -3.225 0.445 2.458  0.102
87 H -2.238 -0.253 4.537  0.124
88 H -3.435 0.698 5.478  0.131

Values from the calculation:
E_LUMO: -0.104 eV
net charge: 0
Kohn-Sham gap: 8.43 eV
F_max: 0.0447 Eh/bohr


# 3
Density functional theory data (ωB97M-V with the def2-TZVPD basis set) for one molecule with the formula C3H8N2O2 in a non-equilibrium geometry.

Last column: Löwdin charge in e.
Geometry (Å):
1 N 0.201 -0.182 2.310  0.143
2 C -0.702 0.584 1.584  -0.545
3 O -1.657 1.236 2.093  0.012
4 N -0.631 0.426 0.178  0.010
5 C 0.625 0.455 -0.638  -0.141
6 C 0.499 -0.624 -1.786  -0.318
7 O -0.758 -1.151 -1.934  -0.085
8 H 0.578 -0.927 1.673  0.121
9 H -0.165 -0.403 3.224  0.106
10 H -1.292 1.171 -0.071  0.141
11 H 0.931 1.401 -1.119  0.121
12 H 1.423 0.087 -0.001  0.096
13 H 1.193 -1.484 -1.485  0.121
14 H 0.905 -0.149 -2.738  0.121
15 H -1.150 -0.440 -1.291  0.098

Values from the calculation:
E_LUMO: 0.606 eV
net charge: 0
Kohn-Sham gap: 10.72 eV
F_max: 0.0728 Eh/bohr


# 4
Density functional theory data (ωB97M-V with the def2-TZVPD basis set) for one molecule with the formula C6H8 in a non-equilibrium geometry.

Last column: Löwdin charge in e.
Geometry (Å):
1 C -0.563 -0.529 2.008  -0.050
2 C -0.127 0.374 0.703  -0.330
3 C 1.231 0.189 0.023  -0.058
4 C 1.032 -0.013 -1.318  -0.108
5 C -0.357 -0.072 -1.557  -0.135
6 C -1.050 0.122 -0.437  -0.096
7 H -0.810 -1.504 1.586  0.059
8 H 0.288 -0.410 2.709  0.064
9 H -1.506 -0.200 2.598  0.092
10 H -0.233 1.369 1.120  0.134
11 H 2.169 0.242 0.590  0.100
12 H 1.899 -0.052 -2.071  0.128
13 H -0.660 -0.012 -2.550  0.083
14 H -2.145 0.153 -0.513  0.116

Values from the calculation:
E_LUMO: 0.883 eV
net charge: 0
Kohn-Sham gap: 9.23 eV
F_max: 0.0794 Eh/bohr


# 5
Density functional theory data (ωB97M-V with the def2-TZVPD basis set) for a 3-piece molecular cluster, C41H73FN5O4 overall in a non-equilibrium geometry.

Last column: Löwdin charge in e.
Geometry (Å):
1 C 4.445 2.112 2.928  -0.117
2 C 5.180 0.784 2.992  -0.249
3 C 4.634 -0.289 2.044  -0.201
4 C 3.173 -0.659 2.310  -0.195
5 C 2.402 -1.126 1.065  -0.194
6 C 2.420 -0.124 -0.092  -0.205
7 C 1.808 1.219 0.283  -0.166
8 C 0.295 1.099 0.550  -0.129
9 C -0.590 2.235 0.025  -0.062
10 N -0.183 2.820 -1.259  0.113
11 C 0.220 2.167 -2.410  -0.215
12 O 0.335 0.823 -2.530  0.113
13 C -0.779 0.196 -3.133  -0.382
14 O -0.596 -0.544 -4.022  0.226
15 C -2.092 0.488 -2.497  -0.168
16 C -2.508 -0.368 -1.474  -0.027
17 C -3.724 -0.121 -0.839  -0.055
18 C -4.500 0.964 -1.246  -0.066
19 C -4.089 1.811 -2.277  -0.056
20 C -2.868 1.574 -2.908  -0.020
21 C 0.465 3.076 -3.391  -0.135
22 C 0.903 2.829 -4.777  0.029
23 N 0.179 4.313 -2.804  0.058
24 C 0.294 5.575 -3.513  0.010
25 C 1.489 6.388 -3.085  -0.488
26 O 1.534 7.545 -3.194  0.221
27 F 2.479 5.683 -2.591  0.166
28 C -0.193 4.133 -1.529  -0.154
29 C -0.540 5.236 -0.599  -0.066
30 C 0.418 5.340 0.608  -0.159
31 C -0.253 6.030 1.803  -0.164
32 C -0.756 5.044 2.862  -0.175
33 N 0.115 3.868 3.071  -0.106
34 C -0.620 2.731 3.657  -0.041
35 C 1.312 4.076 3.792  -0.472
36 C 1.843 5.456 4.046  0.027
37 O 1.936 3.116 4.170  0.065
38 H 4.905 2.845 3.584  0.075
39 H 4.503 2.503 1.912  0.076
40 H 3.400 2.048 3.219  0.021
41 H 6.201 0.980 2.665  0.103
42 H 5.252 0.401 4.006  0.108
43 H 5.226 -1.186 2.206  0.106
44 H 4.807 0.038 1.022  0.097
45 H 3.188 -1.496 3.004  0.103
46 H 2.602 0.133 2.787  0.092
47 H 2.875 -2.032 0.686  0.110
48 H 1.385 -1.415 1.317  0.105
49 H 1.866 -0.584 -0.907  0.101
50 H 3.427 0.002 -0.473  0.103
51 H 2.049 1.996 -0.440  0.110
52 H 2.277 1.522 1.212  0.085
53 H -0.101 0.137 0.249  0.101
54 H 0.164 1.135 1.628  0.086
55 H -1.600 1.859 -0.120  0.122
56 H -0.648 3.008 0.773  0.095
57 H -1.903 -1.209 -1.172  0.131
58 H -4.073 -0.753 -0.039  0.113
59 H -5.442 1.172 -0.763  0.109
60 H -4.704 2.634 -2.598  0.107
61 H -2.501 2.194 -3.712  0.120
62 H 0.226 3.294 -5.491  0.097
63 H 1.905 3.215 -4.954  0.104
64 H 0.910 1.766 -4.974  0.095
65 H -0.579 6.196 -3.367  0.148
66 H 0.394 5.382 -4.575  0.144
67 H -0.564 6.191 -1.109  0.124
68 H -1.556 5.052 -0.247  0.137
69 H 0.820 4.377 0.884  0.094
70 H 1.260 5.957 0.303  0.119
71 H 0.406 6.780 2.224  0.098
72 H -1.128 6.571 1.450  0.116
73 H -1.710 4.654 2.517  0.111
74 H -0.970 5.550 3.802  0.128
75 H -0.524 2.685 4.737  0.101
76 H -0.262 1.789 3.261  0.062
77 H -1.677 2.797 3.423  0.090
78 H 1.080 6.176 4.319  0.078
79 H 2.619 5.400 4.793  0.096
80 H 2.298 5.818 3.125  0.093
81 C 5.044 -4.196 4.821  -0.091
82 C 4.285 -5.510 4.922  -0.275
83 N 3.110 -5.572 4.074  -0.200
84 C 2.248 -6.704 4.376  -0.251
85 C 2.793 -8.119 4.142  -0.085
86 C 3.334 -5.310 2.664  -0.252
87 C 4.324 -6.212 1.913  -0.079
88 H 4.392 -3.349 5.043  0.074
89 H 5.863 -4.190 5.541  0.074
90 H 5.482 -4.047 3.833  0.062
91 H 3.956 -5.630 5.957  0.119
92 H 4.987 -6.335 4.725  0.102
93 H 1.317 -6.585 3.814  0.110
94 H 1.963 -6.620 5.429  0.109
95 H 2.815 -8.379 3.085  0.055
96 H 2.144 -8.845 4.635  0.071
97 H 3.795 -8.248 4.551  0.067
98 H 3.671 -4.274 2.555  0.087
99 H 2.370 -5.336 2.149  0.112
100 H 5.231 -6.397 2.489  0.068
101 H 4.626 -5.729 0.980  0.070
102 H 3.885 -7.170 1.645  0.055
103 C -5.119 -4.962 -5.948  -0.089
104 C -6.244 -4.043 -5.498  -0.273
105 N -6.206 -3.736 -4.080  -0.199
106 C -7.412 -3.086 -3.598  -0.248
107 C -7.747 -1.686 -4.129  -0.085
108 C -4.956 -3.192 -3.589  -0.244
109 C -4.439 -1.889 -4.216  -0.074
110 H -5.117 -5.886 -5.368  0.081
111 H -5.255 -5.220 -6.998  0.074
112 H -4.139 -4.493 -5.855  0.063
113 H -7.194 -4.541 -5.705  0.119
114 H -6.229 -3.137 -6.125  0.101
115 H -7.369 -3.049 -2.505  0.110
116 H -8.252 -3.747 -3.830  0.111
117 H -7.115 -0.918 -3.684  0.048
118 H -8.779 -1.436 -3.876  0.071
119 H -7.654 -1.624 -5.214  0.067
120 H -4.183 -3.955 -3.711  0.102
121 H -5.045 -3.059 -2.507  0.110
122 H -4.532 -1.886 -5.303  0.073
123 H -3.378 -1.766 -3.983  0.058
124 H -4.957 -1.013 -3.823  0.048

Values from the calculation:
E_LUMO: -2.407 eV
net charge: +1
Kohn-Sham gap: 6.94 eV
F_max: 0.0336 Eh/bohr


# 6
Density functional theory data (ωB97M-V with the def2-TZVPD basis set) for a 3-piece molecular cluster, C21H35NO6S2 overall in a non-equilibrium geometry.

Last column: Löwdin charge in e.
Geometry (Å):
1 C 2.079 -0.467 0.726  -0.097
2 C 2.557 0.769 -0.166  -0.197
3 C 3.186 0.684 -1.578  -0.034
4 C 3.594 1.973 -2.382  -0.057
5 C 3.376 3.400 -1.760  -0.019
6 C 2.726 3.496 -0.356  -0.155
7 C 2.404 4.894 0.371  -0.165
8 O 1.520 5.760 -0.385  -0.035
9 C 0.319 5.105 -0.753  -0.403
10 O -0.138 5.331 -1.917  0.057
11 N -0.480 4.225 0.118  0.033
12 C -0.688 2.879 -0.504  -0.216
13 C -2.224 2.495 -0.787  -0.346
14 C -2.786 1.852 0.604  -0.105
15 C -2.173 1.237 -1.825  -0.100
16 C 2.350 2.202 0.422  -0.013
17 H 0.975 -0.664 0.431  0.090
18 H 2.035 -0.195 1.846  0.064
19 H 2.632 -1.443 0.522  0.081
20 H 3.330 -0.368 -2.023  0.095
21 H 4.043 1.874 -3.437  0.085
22 H 3.671 4.348 -2.336  0.104
23 H 2.014 4.704 1.443  0.128
24 H 3.411 5.428 0.495  0.134
25 H -1.406 4.649 0.287  0.123
26 H -0.302 2.098 0.261  0.104
27 H -0.096 2.693 -1.461  0.130
28 H -2.861 3.360 -1.169  0.134
29 H -2.165 0.884 0.748  0.079
30 H -3.885 1.557 0.548  0.078
31 H -2.524 2.520 1.500  0.076
32 H -3.165 0.679 -1.782  0.071
33 H -1.375 0.528 -1.373  0.075
34 H -1.832 1.539 -2.871  0.086
35 H 1.864 2.322 1.460  0.106
36 O -3.310 -1.935 -2.128  -0.326
37 S -2.034 -2.470 -2.543  0.653
38 O -0.803 -2.151 -1.856  -0.335
39 C -2.179 -4.243 -2.674  -0.233
40 C -2.648 -4.478 -4.104  -0.225
41 C -1.820 -3.528 -4.974  -0.219
42 C -1.829 -2.158 -4.294  -0.224
43 H -2.878 -4.615 -1.926  0.110
44 H -1.188 -4.672 -2.510  0.110
45 H -2.516 -5.520 -4.403  0.116
46 H -3.710 -4.230 -4.196  0.121
47 H -0.792 -3.900 -5.041  0.118
48 H -2.213 -3.466 -5.991  0.115
49 H -0.894 -1.621 -4.458  0.106
50 H -2.671 -1.550 -4.629  0.108
51 O 0.209 -3.990 3.358  -0.315
52 S 1.062 -2.851 3.602  0.675
53 O 2.109 -2.460 2.684  -0.342
54 C 0.031 -1.434 3.938  -0.233
55 C -0.194 -1.480 5.443  -0.223
56 C 1.164 -1.829 6.056  -0.219
57 C 1.745 -2.993 5.250  -0.224
58 H -0.892 -1.501 3.363  0.112
59 H 0.589 -0.539 3.651  0.097
60 H -0.577 -0.530 5.821  0.117
61 H -0.922 -2.261 5.689  0.121
62 H 1.829 -0.962 5.984  0.118
63 H 1.076 -2.087 7.113  0.115
64 H 2.833 -2.941 5.196  0.105
65 H 1.439 -3.956 5.661  0.106

Values from the calculation:
E_LUMO: 0.525 eV
net charge: 0
Kohn-Sham gap: 8.91 eV
F_max: 0.1022 Eh/bohr


# 7
Density functional theory data (ωB97M-V with the def2-TZVPD basis set) for C2H3O3Yb as an isolated structure in a non-equilibrium geometry.

Last column: Löwdin charge in e.
Geometry (Å):
1 O -0.824 -2.480 -1.070  0.044
2 C 0.333 -2.416 -1.394  -0.102
3 C 1.399 -1.549 -1.160  -0.383
4 O 1.295 -0.486 -0.407  -0.378
5 H -2.150 2.554 1.744  0.101
6 H 2.238 -1.622 -1.866  0.102
7 Yb -0.361 0.488 0.711  1.628
8 O -1.219 2.379 1.558  -0.116
9 H -0.709 3.132 1.883  0.102

Values from the calculation:
E_LUMO: -5.441 eV
net charge: +1
Kohn-Sham gap: 4.74 eV
F_max: 0.1049 Eh/bohr


# 8
Density functional theory data (ωB97M-V with the def2-TZVPD basis set) for one molecule with the formula C21H28N4O3S in a non-equilibrium geometry.

Last column: Löwdin charge in e.
Geometry (Å):
1 C -5.077 -0.055 2.037  -0.043
2 C -4.332 0.810 1.070  -0.259
3 C -4.835 2.032 0.643  -0.033
4 C -4.140 2.806 -0.268  -0.031
5 C -2.921 2.390 -0.790  -0.209
6 C -2.200 3.228 -1.801  -0.029
7 C -2.416 1.166 -0.354  -0.191
8 N -1.186 0.668 -0.876  -0.001
9 C -1.292 -0.256 -1.994  -0.015
10 C -1.534 -1.690 -1.485  -0.473
11 O -2.584 -2.269 -1.678  0.060
12 N -0.482 -2.169 -0.808  0.138
13 C -0.436 -3.439 -0.081  -0.577
14 C -1.540 -3.454 0.979  -0.031
15 C 0.932 -3.514 0.593  -0.032
16 C -0.625 -4.593 -1.069  -0.033
17 C -0.005 0.844 -0.262  -0.424
18 O 1.021 0.299 -0.656  0.028
19 C -0.014 1.736 0.965  -0.058
20 C 1.376 1.705 1.604  -0.095
21 C 1.775 0.258 1.790  -0.483
22 O 1.055 -0.535 2.361  0.073
23 N 3.013 -0.171 1.382  0.125
24 C 3.958 0.287 0.505  -0.591
25 N 5.017 -0.417 0.282  0.044
26 C 5.832 0.165 -0.628  -0.254
27 C 5.400 1.348 -1.127  -0.401
28 S 3.879 1.769 -0.429  1.059
29 C -3.111 0.391 0.561  0.042
30 H -5.395 -0.973 1.544  0.087
31 H -5.957 0.455 2.422  0.074
32 H -4.437 -0.333 2.873  0.083
33 H -5.784 2.382 1.024  0.110
34 H -4.551 3.751 -0.590  0.114
35 H -1.161 2.924 -1.900  0.075
36 H -2.237 4.279 -1.522  0.083
37 H -2.678 3.126 -2.776  0.089
38 H -2.133 0.045 -2.621  0.140
39 H -0.360 -0.216 -2.564  0.136
40 H 0.333 -1.575 -0.726  0.111
41 H -1.528 -4.397 1.519  0.085
42 H -1.382 -2.645 1.690  0.080
43 H -2.511 -3.334 0.504  0.075
44 H 1.728 -3.452 -0.148  0.089
45 H 1.033 -4.453 1.130  0.089
46 H 1.040 -2.696 1.302  0.058
47 H 0.163 -4.580 -1.819  0.085
48 H -0.595 -5.545 -0.545  0.083
49 H -1.585 -4.494 -1.568  0.075
50 H -0.752 1.343 1.665  0.128
51 H -0.302 2.754 0.697  0.132
52 H 1.335 2.165 2.594  0.136
53 H 2.088 2.248 0.991  0.036
54 H 3.200 -1.136 1.646  0.159
55 H 6.747 -0.332 -0.892  0.102
56 H 5.862 1.992 -1.846  0.055
57 H -2.696 -0.557 0.869  0.124

Values from the calculation:
E_LUMO: 0.431 eV
net charge: 0
Kohn-Sham gap: 8.95 eV
F_max: 0.0223 Eh/bohr